Molecular formula: C3H3FN2
Method: DFT, ωB97M-V with the def2-TZVPD basis set

Summary:
SMILES: Fc1cn[nH]c1
Orbital gap in eV: 10.3

Last column: Löwdin charge in e.
Positions of all 9 atoms, in Å:
F: -1.34 -0.37 -1.83  0.0577
N: 0.98 0.96 0.50  0.0398
N: 0.50 -0.18 1.05  -0.0648
C: -0.44 -0.89 0.35  -0.0035
C: -0.59 -0.09 -0.76  -0.2810
C: 0.29 1.03 -0.63  -0.0967
H: 0.89 -0.48 1.93  0.1486
H: 0.50 1.81 -1.32  0.0991
H: -0.80 -1.78 0.72  0.1007